{"formula": "C30H32N2OS", "method": "ωB97M-V with the def2-TZVPD basis set", "mol_weight_g_mol": 468.7, "fmax_ha_per_bohr": 0.0881, "multiplicity": 1, "charge": 0, "energy_ha": -1745.20682, "orbital_gap_ev": 5.7520, "species": ["C", "N", "C", "O", "C", "C", "C", "C", "C", "C", "C", "C", "N", "C", "C", "C", "C", "C", "C", "C", "C", "C", "C", "C", "C", "C", "C", "H", "H", "H", "H", "H", "H", "H", "H", "H", "H", "H", "H", "H", "H", "H", "H", "H", "H", "H", "H", "H", "H", "H", "H", "H", "H", "H", "S", "C", "C", "C", "C", "C", "C", "H", "H", "H", "H", "H"], "positions_angstrom": [[2.85, 3.44, 2.73], [2.18, 2.50, 1.87], [2.87, 1.80, 0.92], [4.07, 1.91, 0.66], [1.90, 0.85, 0.25], [2.32, -0.62, 0.41], [2.43, -1.00, 1.86], [3.60, -0.68, 2.54], [3.70, -0.96, 3.90], [2.64, -1.54, 4.58], [1.49, -1.90, 3.87], [1.38, -1.64, 2.51], [0.63, 1.16, 0.88], [-0.45, 0.42, 0.59], [-1.68, 0.58, 1.24], [-2.86, -0.05, 0.81], [-4.11, 0.08, 1.55], [-5.29, -0.63, 1.20], [-6.51, -0.35, 1.82], [-6.60, 0.63, 2.82], [-5.45, 1.32, 3.20], [-4.23, 1.03, 2.61], [0.77, 2.16, 1.99], [0.47, 1.62, 3.42], [0.01, 2.84, 4.22], [-0.33, 3.97, 3.22], [-0.11, 3.43, 1.81], [3.89, 3.54, 2.38], [2.34, 4.41, 2.70], [2.83, 3.08, 3.77], [1.80, 1.15, -0.81], [1.59, -1.23, -0.11], [3.28, -0.71, -0.11], [4.43, -0.21, 2.00], [4.62, -0.72, 4.41], [2.73, -1.77, 5.64], [0.66, -2.38, 4.38], [0.50, -1.93, 1.95], [-0.35, -0.25, -0.27], [-1.77, 1.31, 2.05], [-2.83, -0.29, -0.38], [-5.27, -1.38, 0.40], [-7.41, -0.89, 1.51], [-7.55, 0.84, 3.31], [-5.49, 2.09, 3.96], [-3.36, 1.62, 2.90], [-0.30, 0.84, 3.36], [1.37, 1.14, 3.82], [-0.87, 2.58, 4.82], [0.80, 3.16, 4.91], [-1.38, 4.29, 3.34], [0.30, 4.84, 3.41], [0.43, 4.14, 1.16], [-1.04, 3.15, 1.30], [-3.04, -2.06, -0.24], [-3.10, -2.18, -1.96], [-1.92, -2.37, -2.71], [-1.99, -2.49, -4.10], [-3.23, -2.49, -4.76], [-4.40, -2.55, -3.98], [-4.34, -2.43, -2.59], [-0.98, -2.48, -2.16], [-1.07, -2.58, -4.70], [-3.28, -2.50, -5.87], [-5.36, -2.69, -4.50], [-5.21, -2.57, -1.96]]}